Density functional theory data (wB97M-V/def2-TZVPD) for a structure of composition C55H47N6NiO3S.

Positions of all 113 atoms, in Å:
Ni (1.007, 0.411, -0.044)
C (6.988, -0.291, 4.729)
C (6.276, -1.439, 4.408)
C (5.168, -1.367, 3.578)
C (4.746, -0.147, 3.047)
C (5.468, 1.001, 3.385)
C (6.574, 0.931, 4.217)
C (3.580, -0.055, 2.145)
C (3.448, -0.956, 1.068)
C (4.268, -2.033, 0.658)
C (3.576, -2.718, -0.342)
C (2.377, -2.026, -0.525)
N (2.309, -0.968, 0.304)
C (1.139, -2.227, -1.329)
C (0.876, -1.435, -2.521)
C (0.982, -1.179, -3.871)
C (0.593, 0.057, -4.389)
C (-0.027, 0.984, -3.463)
C (0.448, 2.147, -3.017)
C (1.673, 2.752, -3.595)
C (1.712, 3.173, -4.920)
C (2.869, 3.732, -5.447)
C (3.996, 3.872, -4.652)
C (3.961, 3.460, -3.326)
C (2.804, 2.911, -2.796)
C (-0.103, 2.744, -1.790)
N (0.175, 2.182, -0.596)
C (-0.457, 2.975, 0.343)
C (-0.254, 2.877, 1.728)
C (-1.116, 3.724, 2.596)
C (-0.610, 4.836, 3.265)
C (-1.442, 5.622, 4.049)
C (-2.788, 5.303, 4.171)
C (-3.297, 4.198, 3.502)
C (-2.469, 3.413, 2.713)
C (0.756, 2.120, 2.300)
C (1.230, 2.221, 3.651)
C (2.376, 1.498, 3.723)
C (2.573, 0.881, 2.437)
N (1.576, 1.273, 1.593)
C (-1.139, 4.029, -0.303)
C (-0.883, 3.899, -1.653)
N (0.420, -0.921, -1.387)
C (0.345, -3.451, -0.992)
C (0.368, -4.570, -1.816)
C (-0.350, -5.709, -1.475)
C (-1.098, -5.733, -0.306)
C (-1.123, -4.617, 0.522)
C (-0.400, -3.484, 0.183)
H (7.857, -0.348, 5.373)
H (6.580, -2.397, 4.812)
H (4.597, -2.260, 3.357)
H (5.156, 1.954, 2.975)
H (7.119, 1.835, 4.461)
H (5.244, -2.273, 1.048)
H (3.885, -3.611, -0.863)
H (1.455, -1.921, -4.501)
H (0.977, 0.412, -5.335)
H (0.826, 3.066, -5.535)
H (2.887, 4.060, -6.479)
H (4.902, 4.301, -5.064)
H (4.838, 3.568, -2.700)
H (2.765, 2.596, -1.760)
H (0.438, 5.084, 3.156)
H (-1.040, 6.488, 4.561)
H (-3.438, 5.916, 4.784)
H (-4.346, 3.944, 3.591)
H (-2.864, 2.552, 2.186)
H (0.754, 2.781, 4.439)
H (3.002, 1.340, 4.587)
H (-1.716, 4.795, 0.190)
H (-1.239, 4.516, -2.463)
H (0.949, -4.541, -2.731)
H (-0.331, -6.576, -2.125)
H (-1.663, -6.618, -0.042)
H (-1.715, -4.625, 1.428)
H (-0.422, -2.604, 0.816)
C (-5.062, -4.661, -3.210)
C (-4.667, -3.452, -2.404)
C (-3.347, -3.254, -2.017)
C (-2.980, -2.123, -1.297)
C (-3.937, -1.181, -0.947)
C (-5.262, -1.366, -1.325)
C (-5.617, -2.493, -2.046)
S (-3.452, 0.270, -0.023)
O (-3.927, 0.092, 1.330)
O (-4.060, 1.384, -0.748)
O (-1.991, 0.241, -0.158)
H (-4.347, -5.472, -3.074)
H (-5.097, -4.426, -4.277)
H (-6.050, -5.022, -2.921)
H (-2.590, -3.987, -2.277)
H (-1.948, -1.961, -0.999)
H (-5.998, -0.619, -1.055)
H (-6.651, -2.636, -2.340)
C (-4.564, 1.478, -4.171)
C (-3.131, 1.012, -4.409)
C (-3.124, -0.477, -4.767)
C (-2.505, 1.821, -5.549)
N (-2.429, 1.309, -3.153)
N (-1.298, 0.504, -2.835)
H (-5.141, 1.395, -5.094)
H (-4.576, 2.520, -3.845)
H (-5.042, 0.875, -3.397)
H (-3.714, -0.633, -5.672)
H (-3.566, -1.076, -3.967)
H (-2.114, -0.841, -4.975)
H (-3.111, 1.738, -6.453)
H (-1.500, 1.460, -5.776)
H (-2.435, 2.871, -5.260)
H (-3.033, 1.369, -2.330)
H (-1.256, 0.470, -1.781)
H (-1.436, -0.475, -3.105)

Forces on atoms 1 to 6 (eV/Å):
Ni 0.75 0.30 0.01
C -0.01 0.01 -0.02
C 0.01 0.00 0.01
C -0.05 -0.04 0.08
C 0.04 -0.02 0.02
C 0.01 0.01 -0.03

frontier orbital gap (alpha / beta) = 5.67 / 6.05 eV
charge = -1
2S+1 = 3
⟨S²⟩ = 2.4662
energy above the lowest of the compared OMol25 structures with the same formula, charge and spin = 8.8 kJ/mol